# 1
{"formula": "C11H11MnN3O5", "method": "ωB97M-V/def2-TZVPD", "symbols": ["Mn", "O", "C", "C", "O", "C", "O", "C", "O", "C", "H", "H", "C", "H", "H", "C", "N", "C", "C", "C", "N", "C", "O", "N", "H", "H", "H", "H", "H", "H", "H"], "coordinates": [[0.3115, 0.4101, -0.5671], [-0.2669, 3.2589, -1.1880], [0.0554, 2.2276, -0.7503], [0.2627, -1.3953, -1.0516], [0.3298, -2.5088, -1.3467], [2.0152, 0.2436, -1.2516], [2.8046, 0.2282, -2.1029], [-1.4407, 0.4923, -1.0931], [-2.4843, 0.3387, -1.6114], [-0.0208, 1.1687, -5.4981], [-0.7939, 1.5994, -4.7996], [0.8305, 1.5571, -4.8504], [-0.0491, -0.2139, -5.5109], [0.8206, -0.7296, -5.0175], [-0.8098, -0.6392, -4.7618], [-1.9733, -2.0933, 3.1251], [-0.8012, -1.1143, 2.8826], [0.1230, -0.6582, 3.7970], [1.1108, 0.2803, 3.4392], [1.0655, 0.7913, 2.0913], [0.0874, 0.3691, 1.2835], [-0.8398, -0.6484, 1.5861], [-1.6335, -1.1782, 0.8189], [1.9695, 1.6004, 1.5134], [-2.9542, -1.6680, 2.7800], [-2.0403, -2.3618, 4.2226], [-1.9109, -3.0350, 2.5120], [-0.0581, -1.1070, 4.7880], [1.8556, 0.6233, 4.1332], [2.6805, 2.2189, 1.8753], [1.7544, 1.9427, 0.5528]], "forces_ev_per_a": [[-0.3, -0.4, 0.7], [1.4, -4.4, 2.4], [-1.2, 7.1, -3.2], [0.1, -6.4, -1.4], [-0.4, 4.3, 1.1], [5.2, 0.7, -4.9], [-2.6, -0.2, 3.7], [-8.2, -2.0, -3.8], [5.3, 1.3, 2.8], [-0.4, 1.3, 5.0], [-1.0, 0.5, -2.8], [0.6, -0.3, -2.4], [0.9, -1.9, 4.7], [0.4, -0.2, -2.9], [-0.6, 0.6, -2.3], [-0.5, -0.7, 1.0], [-0.9, -0.3, 0.1], [-0.5, 0.2, -0.9], [-1.3, -0.5, -0.9], [0.9, -0.5, 2.8], [-1.3, -1.4, -0.4], [0.4, -0.5, 2.2], [0.9, 1.4, -1.2], [-0.3, 1.0, -1.9], [1.2, 0.2, 0.6], [0.3, 0.5, -1.3], [0.7, 1.0, 0.7], [0.7, 0.5, -0.4], [0.1, 0.0, 0.2], [0.0, -0.5, 1.2], [0.3, -0.5, 1.6]], "spin_multiplicity": 5, "charge": 3, "e_lumo_ev": [-13.2757, -15.0642], "de_lowest_kcal_mol": 81.9}


# 2
{"formula": "C11H11N", "method": "ωB97M-V/def2-TZVPD", "symbols": ["C", "C", "C", "C", "C", "C", "C", "C", "C", "C", "C", "H", "H", "H", "H", "H", "H", "H", "H", "H", "H", "H", "N"], "coordinates": [[1.5183, -1.4409, -0.3749], [0.5065, -0.5541, -0.4902], [0.8518, 0.8931, -0.4535], [2.1874, 1.2123, -0.2355], [3.1674, 0.2838, 0.0716], [-0.9958, 1.1421, 0.7087], [-0.5173, -0.0690, 1.1524], [-1.0910, -1.2544, 0.6629], [-2.1524, -1.2386, -0.1659], [-2.6088, -0.0071, -0.6477], [-2.0779, 1.2005, -0.1946], [1.4086, -2.5699, -0.2917], [-0.4058, -0.9010, -0.6013], [0.0626, 1.7257, -0.2954], [2.6274, 2.1627, -0.2616], [4.1925, 0.6671, 0.1847], [-0.5360, 2.1279, 1.0234], [0.4106, -0.2034, 1.6851], [-0.6408, -2.1940, 1.0430], [-2.7915, -2.0948, -0.4699], [-3.3995, -0.0013, -1.4529], [-2.5281, 2.1509, -0.5632], [2.8115, -1.0376, -0.0335]], "forces_ev_per_a": [[3.3, -0.4, 1.3], [6.8, 4.1, -3.7], [2.8, -0.4, -1.3], [-1.2, -0.3, -0.2], [-1.8, -3.7, -1.5], [-3.2, 1.8, 2.5], [-1.8, -0.1, 2.6], [-2.1, -1.8, 5.2], [-3.4, -0.4, -0.5], [-0.8, 0.7, -1.0], [-0.7, -0.5, -0.1], [-0.1, 1.6, -0.5], [-1.7, -0.3, -3.8], [2.9, -1.7, -2.4], [-0.5, 1.9, 0.0], [-0.3, -1.0, 0.4], [-1.0, -1.4, 0.5], [-0.3, 0.5, 0.7], [-0.5, 0.6, -0.4], [1.2, 0.3, 0.3], [0.8, 0.1, 1.2], [0.7, -0.8, 0.4], [0.9, 1.0, 0.4]], "spin_multiplicity": 1, "e_lumo_ev": 0.0736, "de_lowest_kcal_mol": 185.6}


# 3
{"formula": "C11H11N3O3S", "method": "ωB97M-V/def2-TZVPD", "symbols": ["C", "N", "C", "N", "N", "C", "S", "C", "C", "O", "C", "C", "C", "C", "O", "C", "O", "C", "H", "H", "H", "H", "H", "H", "H", "H", "H", "H", "H"], "coordinates": [[-1.0664, -3.2882, 0.5798], [-1.1976, -2.1630, -0.3001], [-0.8348, -2.0502, -1.6007], [-1.1131, -0.8630, -2.0588], [-1.6598, -0.1575, -1.0658], [-1.7020, -0.9261, -0.0123], [-2.3283, -0.4729, 1.5564], [-0.7573, -0.1732, 2.4865], [0.4741, -0.4184, 1.6339], [1.0987, -1.4529, 1.7834], [0.8508, 0.5944, 0.6484], [2.0716, 0.4373, -0.0138], [2.4624, 1.3165, -0.9983], [1.6246, 2.3608, -1.3708], [1.9868, 3.2113, -2.3474], [0.3863, 2.5162, -0.7197], [-0.3993, 3.5499, -1.1506], [0.0158, 1.6601, 0.2920], [-1.0530, -4.2045, -0.0074], [-1.9117, -3.3036, 1.2690], [-0.1390, -3.2092, 1.1534], [-0.3838, -2.8386, -2.1663], [-0.7560, -0.8696, 3.3253], [-0.7996, 0.8516, 2.8513], [2.7026, -0.3926, 0.2652], [3.4037, 1.2039, -1.5108], [1.2574, 3.8324, -2.4941], [-1.2870, 3.4489, -0.7896], [-0.9460, 1.8000, 0.7619]], "forces_ev_per_a": [[0.2, -0.5, 0.4], [-0.1, 0.6, -0.5], [0.0, -0.2, 0.2], [0.3, -0.2, -1.0], [-0.5, 0.5, 0.5], [-0.3, -0.2, 0.5], [0.2, 0.0, -0.1], [-0.4, -0.2, 0.1], [-0.1, -0.2, 0.3], [0.0, 0.2, 0.1], [0.4, 0.3, -0.4], [-0.2, 0.0, 0.2], [-0.1, 0.3, -0.2], [-0.5, -0.2, 0.4], [0.0, 0.2, -0.2], [0.3, -0.2, 0.1], [0.0, 0.1, -0.1], [0.4, 0.0, 0.0], [-0.1, 0.0, 0.0], [0.1, 0.0, -0.1], [-0.2, -0.1, -0.1], [0.1, -0.2, -0.1], [0.1, 0.1, -0.1], [0.1, 0.0, 0.0], [0.0, -0.1, 0.0], [0.1, 0.0, -0.1], [0.1, -0.1, 0.0], [0.0, 0.0, -0.1], [-0.1, 0.0, 0.0]], "spin_multiplicity": 1, "e_lumo_ev": 0.0463, "de_lowest_kcal_mol": 0.0}


# 4
{"formula": "C11H11N3O6Pt", "method": "ωB97M-V/def2-TZVPD", "symbols": ["Pt", "O", "C", "O", "C", "C", "C", "C", "C", "N", "C", "O", "O", "H", "H", "H", "H", "C", "C", "N", "O", "C", "C", "N", "O", "H", "H", "H", "H", "H", "H", "H"], "coordinates": [[0.3418, 0.4610, 0.6136], [0.6202, -2.5030, -3.3413], [0.6095, -1.5995, -2.3276], [-0.2548, -0.6877, -2.3566], [1.6273, -1.7393, -1.3703], [2.6538, -2.6911, -1.6039], [3.7436, -2.7707, -0.7977], [3.8264, -1.8645, 0.2848], [2.8006, -0.9958, 0.5044], [1.6682, -0.9108, -0.2579], [2.9170, -0.0421, 1.6579], [3.8803, 0.0024, 2.3814], [1.8674, 0.7351, 1.7999], [-0.1064, -2.2424, -3.9224], [2.5536, -3.3302, -2.4684], [4.5318, -3.4835, -0.9942], [4.6651, -1.8265, 0.9640], [-3.8524, 1.3464, -0.1290], [-2.4363, 1.2727, 0.3354], [-1.5239, 0.4860, -0.2491], [-1.9852, -0.1896, -1.2612], [-1.9625, 2.0339, 1.3960], [-2.7680, 3.0110, 2.1689], [-0.6333, 1.8109, 1.6933], [-0.1335, 2.4461, 2.6128], [-4.0988, 0.5100, -0.7732], [-4.0156, 2.2700, -0.6885], [-4.5228, 1.3527, 0.7296], [-1.0807, -0.6224, -1.7122], [-3.4013, 3.5952, 1.5022], [-2.1142, 3.6726, 2.7293], [-3.4169, 2.4930, 2.8800]], "forces_ev_per_a": [[-0.4, 0.3, 0.1], [-0.2, 0.3, 0.0], [1.2, -1.0, 0.2], [3.0, -0.1, -2.9], [-0.3, 0.2, 0.1], [0.2, -0.2, -0.1], [-0.1, 0.2, 0.2], [0.1, -0.2, -0.1], [-0.1, 0.0, -0.1], [0.2, -0.1, 0.0], [-0.4, 0.2, 0.1], [0.1, -0.1, -0.1], [0.4, -0.1, 0.0], [0.0, 0.0, -0.1], [0.0, 0.0, 0.0], [0.0, 0.0, 0.0], [0.0, 0.0, 0.0], [0.0, 0.0, 0.0], [0.0, 0.4, 0.4], [-0.3, -0.6, -0.7], [-2.7, 1.1, 2.6], [0.2, -0.1, -0.1], [0.0, 0.0, 0.0], [-0.3, 0.1, 0.0], [0.1, 0.0, 0.0], [0.0, 0.0, 0.0], [0.0, 0.0, 0.0], [0.0, 0.0, 0.0], [-0.7, -0.1, 0.4], [0.0, 0.0, 0.0], [0.0, 0.0, 0.0], [0.0, 0.0, 0.0]], "spin_multiplicity": 3, "e_lumo_ev": [-1.1242, -2.3218], "de_lowest_kcal_mol": 4.8}


# 5
{"formula": "C11H11NO2Pb", "method": "ωB97M-V/def2-TZVPD", "symbols": ["Pb", "C", "H", "H", "H", "H", "H", "O", "C", "O", "C", "C", "C", "C", "C", "C", "C", "C", "C", "N", "H", "H", "H", "H", "H", "H"], "coordinates": [[2.0611, -0.8825, -1.7887], [0.3744, -0.3624, -3.3705], [0.8718, -0.1750, -4.3343], [-0.3171, -1.2126, -3.4195], [-0.1330, 0.5469, -3.0338], [-1.7544, 0.4671, -4.7343], [-1.9778, 1.1117, -4.3920], [1.4738, 3.2216, -1.2984], [1.7298, 2.0487, -1.0421], [2.5731, 1.2813, -1.6939], [1.0232, 1.3938, 0.1199], [0.6612, 2.1265, 1.2492], [0.0995, 1.4483, 2.3141], [-0.2472, 0.0871, 2.1808], [-0.8554, -0.6729, 3.2099], [-1.2662, -1.9762, 2.9793], [-1.0688, -2.5822, 1.7176], [-0.4191, -1.8855, 0.7081], [0.0250, -0.5694, 0.9354], [0.7646, 0.0840, -0.0198], [0.8863, 3.1900, 1.2423], [-0.0970, 1.9699, 3.2489], [-0.9850, -0.1924, 4.1826], [-1.7516, -2.5394, 3.7752], [-1.4219, -3.5978, 1.5401], [-0.2492, -2.3287, -0.2760]], "forces_ev_per_a": [[0.8, 1.1, -0.2], [-1.5, 0.4, -1.6], [0.3, -0.3, 0.5], [0.5, -0.1, 0.3], [0.5, -0.1, 0.5], [-0.3, 0.6, 0.2], [0.2, -0.6, -0.3], [0.3, -2.2, 0.7], [0.3, 2.3, -1.0], [-0.7, -1.0, 0.2], [-0.1, -0.5, 0.1], [0.2, 0.0, -0.3], [-0.2, -0.1, 0.4], [0.3, -0.2, -1.1], [0.3, 1.4, 0.2], [-0.3, -1.9, -1.1], [-0.5, 0.0, 1.4], [0.1, -0.2, -0.3], [0.9, 1.9, 0.4], [-1.0, -0.3, 0.9], [-0.1, -0.1, 0.2], [0.0, -0.1, -0.1], [-0.1, -0.3, -0.2], [0.1, 0.1, -0.2], [0.1, 0.3, 0.1], [-0.1, -0.1, 0.3]], "spin_multiplicity": 1, "charge": 2, "e_lumo_ev": [-10.6059, -12.0148], "de_lowest_kcal_mol": 0.0}


# 6
{"formula": "C11H11NO2Ti", "method": "ωB97M-V/def2-TZVPD", "symbols": ["Ti", "C", "H", "H", "H", "H", "H", "O", "C", "O", "C", "C", "C", "C", "C", "C", "C", "C", "C", "N", "H", "H", "H", "H", "H", "H"], "coordinates": [[-0.2569, -0.5924, -2.0434], [-0.5089, 0.8782, -3.3773], [0.1934, 1.7096, -3.3948], [-0.5369, 0.3782, -4.3634], [-1.5409, 1.2081, -3.1340], [-0.7434, -1.9062, -0.7279], [-1.3692, -1.9706, -1.1818], [3.5812, -0.4932, -2.0406], [2.4222, -0.6089, -1.7140], [1.4451, -1.1038, -2.5281], [1.8461, -0.2589, -0.3776], [2.4070, -0.5419, 0.8523], [1.5950, -0.4989, 1.9726], [0.2920, 0.0241, 1.8936], [-0.6471, -0.0367, 2.9596], [-1.9411, 0.4245, 2.7877], [-2.3623, 0.9693, 1.5598], [-1.4957, 0.9669, 0.4653], [-0.1935, 0.4821, 0.6401], [0.5624, 0.1815, -0.4801], [3.4385, -0.8849, 0.8571], [1.9382, -0.8998, 2.9269], [-0.3125, -0.4806, 3.8998], [-2.6430, 0.3616, 3.6169], [-3.3697, 1.3715, 1.4605], [-1.7999, 1.3211, -0.5293]], "forces_ev_per_a": [[0.1, 0.3, -1.3], [-1.0, 0.4, -0.6], [-0.2, 0.0, 0.0], [0.0, 0.2, 0.2], [0.3, 0.3, -0.3], [-0.6, -0.4, 0.5], [0.0, -0.4, 0.3], [-0.8, -0.2, 0.3], [0.6, -0.2, -0.1], [1.1, -0.3, 0.3], [0.9, 0.4, 0.1], [0.3, -0.1, -0.6], [0.8, -0.2, 0.6], [-1.5, 0.0, 0.2], [0.4, 0.2, -0.3], [0.0, 0.1, -0.1], [0.1, -0.1, 0.0], [0.0, 0.0, 0.3], [0.1, -0.7, 0.2], [-0.7, 0.3, 0.2], [-0.2, 0.0, 0.2], [0.0, 0.2, -0.2], [-0.2, 0.2, -0.2], [0.1, 0.1, -0.2], [0.2, -0.1, 0.0], [0.1, 0.0, 0.5]], "spin_multiplicity": 3, "e_lumo_ev": [-0.4289, -0.8576], "de_lowest_kcal_mol": 2.3}


What did the first record say?
{"formula": "C11H11MnN3O5", "method": "ωB97M-V/def2-TZVPD", "symbols": ["Mn", "O", "C", "C", "O", "C", "O", "C", "O", "C", "H", "H", "C", "H", "H", "C", "N", "C", "C", "C", "N", "C", "O", "N", "H", "H", "H", "H", "H", "H", "H"], "coordinates": [[0.3115, 0.4101, -0.5671], [-0.2669, 3.2589, -1.1880], [0.0554, 2.2276, -0.7503], [0.2627, -1.3953, -1.0516], [0.3298, -2.5088, -1.3467], [2.0152, 0.2436, -1.2516], [2.8046, 0.2282, -2.1029], [-1.4407, 0.4923, -1.0931], [-2.4843, 0.3387, -1.6114], [-0.0208, 1.1687, -5.4981], [-0.7939, 1.5994, -4.7996], [0.8305, 1.5571, -4.8504], [-0.0491, -0.2139, -5.5109], [0.8206, -0.7296, -5.0175], [-0.8098, -0.6392, -4.7618], [-1.9733, -2.0933, 3.1251], [-0.8012, -1.1143, 2.8826], [0.1230, -0.6582, 3.7970], [1.1108, 0.2803, 3.4392], [1.0655, 0.7913, 2.0913], [0.0874, 0.3691, 1.2835], [-0.8398, -0.6484, 1.5861], [-1.6335, -1.1782, 0.8189], [1.9695, 1.6004, 1.5134], [-2.9542, -1.6680, 2.7800], [-2.0403, -2.3618, 4.2226], [-1.9109, -3.0350, 2.5120], [-0.0581, -1.1070, 4.7880], [1.8556, 0.6233, 4.1332], [2.6805, 2.2189, 1.8753], [1.7544, 1.9427, 0.5528]], "forces_ev_per_a": [[-0.3, -0.4, 0.7], [1.4, -4.4, 2.4], [-1.2, 7.1, -3.2], [0.1, -6.4, -1.4], [-0.4, 4.3, 1.1], [5.2, 0.7, -4.9], [-2.6, -0.2, 3.7], [-8.2, -2.0, -3.8], [5.3, 1.3, 2.8], [-0.4, 1.3, 5.0], [-1.0, 0.5, -2.8], [0.6, -0.3, -2.4], [0.9, -1.9, 4.7], [0.4, -0.2, -2.9], [-0.6, 0.6, -2.3], [-0.5, -0.7, 1.0], [-0.9, -0.3, 0.1], [-0.5, 0.2, -0.9], [-1.3, -0.5, -0.9], [0.9, -0.5, 2.8], [-1.3, -1.4, -0.4], [0.4, -0.5, 2.2], [0.9, 1.4, -1.2], [-0.3, 1.0, -1.9], [1.2, 0.2, 0.6], [0.3, 0.5, -1.3], [0.7, 1.0, 0.7], [0.7, 0.5, -0.4], [0.1, 0.0, 0.2], [0.0, -0.5, 1.2], [0.3, -0.5, 1.6]], "spin_multiplicity": 5, "charge": 3, "e_lumo_ev": [-13.2757, -15.0642], "de_lowest_kcal_mol": 81.9}